{
  "formula": "C8H16N2O3S",
  "method": "wB97M-V/def2-TZVPD",
  "e_homo_ev": -8.61,
  "gap_ev": 9.02,
  "charge": 0,
  "de_lowest_ev": 5.627,
  "total_energy_ev": -28509.15242,
  "species": ["C", "C", "C", "C", "C", "C", "C", "C", "H", "H", "H", "H", "H", "H", "H", "H", "H", "H", "H", "H", "H", "H", "H", "H", "N", "N", "O", "O", "O", "S"],
  "positions_angstrom": [[0.139, -0.822, -2.706], [0.069, -0.924, -1.165], [-0.732, -1.813, -3.462], [0.885, -0.157, 0.975], [0.670, -1.680, 1.341], [-0.264, 0.641, 1.491], [-0.189, 2.225, 1.391], [-1.497, 3.033, 3.591], [1.973, -1.289, -3.177], [1.427, 0.024, -3.972], [-0.634, 0.075, -2.908], [-0.106, -2.800, -3.587], [-1.112, -1.254, -4.497], [-1.691, -1.984, -2.741], [2.087, -0.436, -1.097], [1.886, 0.174, 1.485], [-1.109, 0.129, 1.083], [-0.487, 0.271, 2.496], [0.919, 2.247, 1.905], [0.011, 2.356, 0.358], [-2.277, 2.083, 3.955], [-0.360, 2.671, 4.006], [-1.984, 4.063, 4.114], [0.811, -3.438, 0.657], [1.559, -0.407, -3.021], [1.008, -0.133, -0.462], [-0.946, -1.477, -0.703], [0.095, -2.134, 2.351], [1.308, -2.592, 0.499], [-1.458, 3.348, 1.800]]
}



{
  "formula": "C8H16N2O4",
  "method": "wB97M-V/def2-TZVPD",
  "e_homo_ev": -9.60,
  "gap_ev": 9.95,
  "charge": 0,
  "de_lowest_ev": 5.113,
  "smiles": "CC(C)[C@H](NC(=O)[C@@H](N)CO)C(=O)O",
  "total_energy_ev": -19721.66612,
  "species": ["C", "C", "C", "C", "N", "C", "O", "C", "N", "C", "O", "C", "O", "O", "H", "H", "H", "H", "H", "H", "H", "H", "H", "H", "H", "H", "H", "H", "H", "H"],
  "positions_angstrom": [[1.903, 1.874, -0.048], [2.328, 0.325, -0.105], [3.470, 0.341, -0.976], [1.108, -0.687, -0.289], [-0.163, -0.164, 0.264], [-1.348, -0.755, 0.002], [-1.566, -1.652, -0.808], [-2.413, 0.051, 0.633], [-1.967, 1.418, 0.909], [-3.698, -0.066, -0.093], [-4.005, -1.179, -0.623], [1.512, -1.874, 0.519], [2.252, -1.910, 1.539], [0.918, -3.035, 0.088], [1.007, 2.083, 0.591], [2.669, 2.564, 0.207], [1.396, 2.185, -1.135], [2.487, 0.093, 0.956], [4.108, 1.099, -0.779], [3.125, 0.487, -1.955], [4.048, -0.785, -1.010], [0.845, -1.006, -1.337], [-0.198, 0.577, 0.841], [-2.342, -0.578, 1.647], [-2.335, 1.846, 1.928], [-2.532, 2.049, 0.124], [-3.439, 0.853, -0.745], [-4.457, 0.222, 0.586], [-2.987, -1.676, -0.558], [0.274, -2.696, -0.374]]
}



{
  "formula": "C8H16N2O4",
  "method": "wB97M-V/def2-TZVPD",
  "e_homo_ev": -9.74,
  "gap_ev": 10.24,
  "charge": 0,
  "de_lowest_ev": 1.580,
  "smiles": "COCCCNC(=O)OCCC(N)=O",
  "total_energy_ev": -19725.19920,
  "species": ["C", "O", "C", "C", "C", "N", "C", "O", "O", "C", "C", "C", "N", "O", "H", "H", "H", "H", "H", "H", "H", "H", "H", "H", "H", "H", "H", "H", "H", "H"],
  "positions_angstrom": [[-1.760, -0.127, 2.666], [-2.520, -0.895, 1.754], [-2.415, -0.535, 0.385], [-1.955, -1.738, -0.459], [-0.691, -1.525, -1.276], [-0.873, -0.484, -2.314], [-0.438, 0.815, -1.926], [-1.150, 1.782, -1.930], [0.882, 0.868, -1.616], [1.278, 1.825, -0.627], [1.633, 1.149, 0.696], [3.053, 0.627, 0.773], [3.583, 0.109, -0.410], [3.715, 0.722, 1.789], [-1.386, -0.794, 3.446], [-0.895, 0.342, 2.188], [-2.379, 0.651, 3.123], [-1.766, 0.336, 0.254], [-3.407, -0.223, 0.042], [-2.757, -2.035, -1.137], [-1.801, -2.564, 0.241], [0.177, -1.325, -0.636], [-0.465, -2.460, -1.796], [-0.295, -0.749, -3.106], [2.163, 2.336, -1.010], [0.510, 2.583, -0.479], [0.937, 0.326, 0.886], [1.505, 1.861, 1.513], [4.503, -0.265, -0.198], [3.013, -0.613, -0.837]]
}